--- w ---
Here is an isolated molecule of C4H7ClO from the OMol25 dataset. Energies are from ωB97M-V with the def2-TZVPD basis set.

Positions of all 13 atoms, in Å:
1 C 2.084 0.976 -0.046
2 C 1.203 0.107 -0.486
3 C -0.501 0.231 0.011
4 C -0.908 -1.146 0.491
5 O -1.388 0.609 -1.032
6 Cl -2.940 0.980 -0.435
7 H 3.047 0.988 -0.363
8 H 1.740 1.786 0.642
9 H 1.388 -0.776 -1.240
10 H -0.518 0.823 0.968
11 H -0.968 -1.849 -0.440
12 H -0.315 -1.635 1.221
13 H -1.926 -1.093 0.709

Its SMILES is C=C[C@H](C)OCl. For the HOMO-LUMO gap, the calculation gives 10.14 eV. The HOMO energy comes out at -10.1 eV. As for the LUMO energy: 0.06 eV.

--- x ---
Here is an isolated molecule of C4H7ClO from the OMol25 dataset. Energies are from ωB97M-V with the def2-TZVPD basis set.

Positions of all 13 atoms, in Å:
1 C -0.278 0.408 1.336
2 C -0.256 -0.221 -0.046
3 C -0.127 0.823 -1.210
4 Cl -1.829 -1.051 -0.292
5 C 0.824 -1.341 -0.037
6 O 1.970 -1.047 -0.315
7 H 0.009 -0.307 2.125
8 H -1.273 0.779 1.384
9 H 0.506 1.094 1.181
10 H -0.621 1.752 -0.890
11 H 0.954 1.109 -1.316
12 H -0.386 0.373 -2.073
13 H 0.505 -2.370 0.154

Its SMILES is CC(C)(Cl)C=O. For the HOMO-LUMO gap, the calculation gives 10.96 eV. The HOMO energy comes out at -10.1 eV. As for the LUMO energy: 0.83 eV.

The structure with the least stability is w.

--- w ---
Here is the ion C4H9NO2 with charge +1 from the OMol25 dataset. Energies are from ωB97M-V with the def2-TZVPD basis set.

Positions of all 16 atoms, in Å:
1 C 1.638 1.579 0.115
2 N 0.947 0.303 0.448
3 C 1.886 -0.648 1.122
4 C 0.229 -0.343 -0.647
5 C -1.300 -0.325 -0.370
6 O -2.104 -0.454 -1.430
7 O -1.786 -0.194 0.790
8 H 2.492 1.564 -0.563
9 H 2.162 2.097 0.941
10 H 0.818 2.396 -0.091
11 H 2.225 -0.366 2.110
12 H 1.289 -1.592 1.184
13 H 2.827 -1.054 0.564
14 H 0.403 -1.486 -0.651
15 H 0.565 0.027 -1.630
16 H -3.011 -0.096 -1.200

For the HOMO-LUMO gap (alpha / beta), the calculation gives 11.90 / 6.61 eV. Its multiplicity is 2. The net charge is +1. The HOMO energy (alpha / beta) comes out at -15.0 / -15.0 eV. As for the LUMO energy (alpha / beta): -3.09 / -8.37 eV.

--- x ---
Here is the ion C4H9NO2 with charge +1 from the OMol25 dataset. Energies are from ωB97M-V with the def2-TZVPD basis set.

Positions of all 16 atoms, in Å:
1 C -0.659 0.339 -1.865
2 N -1.169 0.244 -0.535
3 C 0.921 0.997 0.774
4 C -0.306 0.101 0.598
5 C 0.151 -1.389 0.674
6 O 0.353 -1.721 1.922
7 O 0.319 -2.083 -0.282
8 H -1.481 0.550 -2.541
9 H -0.186 -0.581 -2.215
10 H 0.111 1.109 -1.944
11 H -1.791 1.035 -0.356
12 H 0.617 2.036 0.855
13 H 1.507 0.677 1.631
14 H 1.555 0.956 -0.113
15 H -0.955 0.167 1.469
16 H 1.013 -2.436 1.927

For the HOMO-LUMO gap (alpha / beta), the calculation gives 11.99 / 6.70 eV. Its multiplicity is 2. The net charge is +1. The HOMO energy (alpha / beta) comes out at -15.3 / -15.2 eV. As for the LUMO energy (alpha / beta): -3.30 / -8.52 eV.

--- y ---
Here is the ion C4H9NO2 with charge +1 from the OMol25 dataset. Energies are from ωB97M-V with the def2-TZVPD basis set.

Positions of all 16 atoms, in Å:
1 C 0.724 -0.397 -1.660
2 O -0.663 -0.105 -1.534
3 C 1.539 0.240 -0.549
4 C 1.038 -0.191 0.803
5 C -0.520 0.030 1.022
6 N -0.914 1.274 1.083
7 O -1.185 -0.983 1.220
8 H 0.849 -1.484 -1.682
9 H 1.145 -0.015 -2.594
10 H -1.127 -0.645 -2.189
11 H 2.578 0.036 -0.814
12 H 1.495 1.331 -0.650
13 H 1.237 -1.214 1.121
14 H 1.396 0.441 1.621
15 H -0.276 2.049 0.992
16 H -1.886 1.535 1.005

For the HOMO-LUMO gap (alpha / beta), the calculation gives 11.24 / 6.09 eV. Its multiplicity is 2. The net charge is +1. The HOMO energy (alpha / beta) comes out at -14.8 / -14.8 eV. As for the LUMO energy (alpha / beta): -3.54 / -8.67 eV.

The structure with the least stability is w.

--- w ---
Here is the ion C4H9NO2 with charge +1 from the OMol25 dataset. Energies are from ωB97M-V with the def2-TZVPD basis set.

Positions of all 16 atoms, in Å:
1 O 1.976 -0.558 0.773
2 C 1.576 -0.584 -0.338
3 C 0.045 -0.487 -0.710
4 C -0.474 0.918 -0.342
5 C -1.980 1.143 -0.648
6 O -0.248 1.051 1.039
7 N -0.400 -1.619 0.112
8 H 2.271 -0.860 -1.156
9 H -0.053 -0.758 -1.770
10 H 0.073 1.719 -0.858
11 H -2.552 0.225 -0.524
12 H -2.341 1.873 0.061
13 H -2.029 1.377 -1.708
14 H 0.244 1.841 1.283
15 H 0.073 -1.572 1.012
16 H -1.411 -1.533 0.232

For the HOMO-LUMO gap (alpha / beta), the calculation gives 10.98 / 6.07 eV. Its multiplicity is 2. The net charge is +1. The HOMO energy (alpha / beta) comes out at -15.6 / -15.2 eV. As for the LUMO energy (alpha / beta): -4.64 / -9.09 eV.

--- x ---
Here is the ion C4H9NO2 with charge +1 from the OMol25 dataset. Energies are from ωB97M-V with the def2-TZVPD basis set.

Positions of all 16 atoms, in Å:
1 C -0.774 -0.447 0.051
2 C 0.007 0.906 0.371
3 C -0.022 1.651 -0.950
4 O -0.525 1.710 1.420
5 C 0.001 -1.735 0.223
6 N 1.410 -1.852 0.080
7 O -0.704 -2.754 0.551
8 H -1.581 -0.582 0.750
9 H -0.957 -0.539 -1.029
10 H 0.985 0.583 0.718
11 H -0.938 1.407 -1.473
12 H 0.044 2.656 -0.869
13 H 0.768 1.287 -1.800
14 H -1.446 1.601 1.563
15 H 1.997 -1.120 0.228
16 H 1.735 -2.772 0.165

For the HOMO-LUMO gap (alpha / beta), the calculation gives 10.28 / 5.75 eV. Its multiplicity is 2. The net charge is +1. The HOMO energy (alpha / beta) comes out at -15.1 / -15.1 eV. As for the LUMO energy (alpha / beta): -4.85 / -9.31 eV.

The structure with the least stability is x.

--- w ---
Here is the ion C4H9NO2 with charge +1 from the OMol25 dataset. Energies are from ωB97M-V with the def2-TZVPD basis set.

Positions of all 16 atoms, in Å:
1 C -0.097 1.488 0.848
2 N 0.384 0.190 0.644
3 C 0.688 -0.651 1.910
4 C 0.581 -0.407 -0.724
5 C -0.619 -0.401 -1.735
6 O -1.452 0.794 -1.658
7 O -0.176 1.857 2.012
8 H -0.298 2.173 0.003
9 H -0.095 -1.507 1.918
10 H 1.667 -1.054 1.900
11 H 0.523 -0.055 2.731
12 H 0.797 -1.412 -0.485
13 H 1.533 0.019 -1.180
14 H -0.007 -0.213 -2.710
15 H -1.173 -1.323 -1.500
16 H -2.256 0.501 -1.977

For the HOMO-LUMO gap (alpha / beta), the calculation gives 11.60 / 6.78 eV. Its multiplicity is 2. The net charge is +1. The HOMO energy (alpha / beta) comes out at -15.3 / -15.3 eV. As for the LUMO energy (alpha / beta): -3.67 / -8.48 eV.

--- x ---
Here is a structure of composition C4H9NO2 from the OMol25 dataset. Energies are from ωB97M-V with the def2-TZVPD basis set.

Positions of all 16 atoms, in Å:
1 O -1.501 0.649 -0.577
2 C -0.760 -0.305 -0.500
3 N 0.240 -0.303 -1.647
4 C 1.570 -0.831 -1.632
5 O -0.544 -1.238 0.258
6 C 0.984 1.304 1.975
7 C -0.272 0.802 2.190
8 H -0.072 -0.015 -2.574
9 H 1.626 -1.577 -0.838
10 H 1.792 -1.262 -2.605
11 H 2.347 -0.071 -1.468
12 H 1.767 0.838 2.573
13 H 1.163 2.345 1.725
14 H 0.519 0.427 1.200
15 H -0.462 0.025 2.926
16 H -1.128 1.393 1.873

For the HOMO-LUMO gap (alpha / beta), the calculation gives 9.15 / 7.66 eV. Its multiplicity is 2. The net charge is +1. The HOMO energy (alpha / beta) comes out at -14.7 / -14.6 eV. As for the LUMO energy (alpha / beta): -5.57 / -6.94 eV.

The structure with the least stability is x.